94
Properties=species:S:1:pos:R:3:mulliken_charge:R:1 method="wB97M-V/def2-TZVPD" spin_multiplicity=1 total_charge=-1 lumo_energy_ev=1.4 homo_lumo_gap_ev=8.06 homo_energy_ev=-6.7
C -0.353 -4.386 -2.317 -0.7809
B -1.601 -3.413 -1.998 0.6159
O -2.900 -4.070 -1.857 -0.7085
C -1.488 -1.733 -1.924 1.1409
C -2.267 -1.440 -3.301 -0.7490
C -2.098 -0.068 -4.067 -0.8704
C -0.745 -0.094 -4.989 -0.1420
C -1.079 -0.438 -6.550 -0.8679
N -0.755 -1.871 -6.907 -0.2618
C 0.677 -1.944 -7.198 0.4168
N 1.549 -2.626 -6.461 -0.6258
N 1.187 -1.252 -8.410 -0.6301
O -0.098 -1.561 -2.181 -0.1261
S 0.717 -0.184 -1.791 -0.1740
O -0.188 1.057 -1.883 -0.4819
O 1.076 -0.224 -0.153 -0.0114
C 0.334 -1.124 0.717 -1.6523
C 1.034 -0.657 2.134 0.6220
C 1.163 -1.527 3.398 -0.2869
C 1.841 -1.069 4.718 -0.7748
C 2.462 0.343 4.858 -0.5829
C 2.408 1.235 3.597 -0.5251
C 1.727 0.753 2.290 -0.4102
N 0.803 -2.463 0.445 1.8098
C 0.354 -3.662 1.045 0.1088
C 1.481 -4.607 1.755 -1.2062
O -0.789 -4.209 1.086 -0.5382
C 2.197 -2.634 -0.006 0.2211
C 3.543 -2.202 0.724 -1.0926
O 2.352 -3.153 -1.153 -0.5143
C -1.230 -0.736 0.671 1.0034
S -1.921 -1.497 2.283 -0.1855
P -1.374 1.112 1.073 0.5249
O -1.339 1.433 2.606 -0.7871
C -2.143 -1.337 -0.516 0.9414
Si -3.936 -0.550 -0.654 0.2950
C -4.006 1.101 -1.608 -0.8751
C -5.220 -1.839 -1.352 -1.1227
C -4.726 -0.089 1.050 -1.0052
H 0.157 -4.856 -1.413 0.2181
H -0.783 -5.275 -2.926 0.2621
H 0.457 -3.934 -2.996 0.1758
H -2.760 -4.909 -1.364 0.2791
H -1.735 -2.162 -4.054 -0.3995
H -3.342 -1.866 -3.346 0.2268
H -2.955 -0.009 -4.847 0.4824
H -2.118 0.906 -3.508 0.0603
H -0.301 0.956 -4.962 0.4612
H 0.000 -0.893 -4.657 0.0732
H -0.476 0.297 -7.178 0.2597
H -2.178 -0.291 -6.815 0.3020
H -1.033 -2.518 -6.159 0.3004
H 2.478 -2.505 -6.893 0.2255
H 1.682 -1.892 -9.045 0.2927
H 1.832 -0.523 -8.052 0.2865
H 0.713 -2.569 3.430 0.3877
H 1.879 -1.760 5.637 0.2901
H 2.927 0.678 5.855 0.3715
H 2.868 2.297 3.650 0.3585
H 1.736 1.532 1.442 0.0704
H 2.237 -4.007 2.359 0.3233
H 1.971 -5.293 0.963 0.2853
H 0.982 -5.336 2.499 0.3241
H 4.388 -2.912 0.424 0.3576
H 3.858 -1.159 0.354 0.2177
H 3.452 -2.247 1.857 0.2702
H -2.790 -0.624 2.887 0.2201
H -0.228 1.856 0.577 0.0603
H -2.502 1.810 0.571 0.2432
H -2.474 -2.353 -0.042 0.1842
H -4.681 1.884 -1.100 0.4032
H -4.317 1.003 -2.715 0.3404
H -2.937 1.533 -1.630 0.2568
H -6.259 -1.544 -0.929 0.3795
H -5.017 -2.888 -0.952 0.2322
H -5.332 -1.776 -2.486 0.2972
H -5.827 0.172 0.882 0.3494
H -4.710 -0.950 1.805 0.2515
H -4.206 0.820 1.542 0.3267
C 0.964 6.105 4.672 0.6520
F 0.112 5.098 4.395 -0.2177
F 1.165 6.770 3.511 -0.2435
F 0.298 6.962 5.479 -0.2482
S 2.527 5.525 5.418 0.9988
O 3.107 4.648 4.411 -0.6433
O 2.120 4.862 6.643 -0.6642
N 3.201 6.951 5.581 -0.3140
S 4.644 6.890 6.238 1.0146
O 5.697 6.308 5.426 -0.6487
O 4.695 6.544 7.647 -0.6455
C 4.977 8.686 6.197 0.6450
F 4.066 9.393 6.903 -0.2414
F 4.942 9.186 4.940 -0.2402
F 6.186 9.006 6.703 -0.2225

---

111
Properties=species:S:1:pos:R:3:mulliken_charge:R:1 method="wB97M-V/def2-TZVPD" spin_multiplicity=1 lumo_energy_ev=-0.1 smiles="O=C1NC(=O)c2c(CB(O)O)cccc21.O=S1(=O)OCCO1.O=S1(=O)OCCO1.O=S1(=O)OCCO1.O=S1(=O)OCCO1.O=S1(=O)OCCO1.O=S1(=O)OCCO1.O=S1(=O)OCCO1.O=S1(=O)OCCO1" homo_lumo_gap_ev=9.24 homo_energy_ev=-9.3
O 0.550 -0.875 4.313 -0.6543
C 1.386 -0.391 3.606 -0.1771
N 1.142 0.251 2.365 0.3088
C 2.371 0.496 1.699 0.1921
O 2.456 0.794 0.537 -0.6562
C 3.443 0.231 2.694 0.9780
C 4.811 0.453 2.645 1.1608
C 5.459 1.128 1.465 -1.5140
B 5.425 2.692 1.752 0.4987
O 4.200 3.318 1.705 -0.3014
O 6.543 3.418 2.075 -0.5188
C 5.570 0.070 3.757 -0.7842
C 4.972 -0.510 4.876 -0.8765
C 3.595 -0.714 4.923 -0.6722
C 2.864 -0.330 3.821 0.2209
H 0.567 1.088 2.424 0.1217
H 4.886 0.904 0.566 0.1311
H 6.476 0.757 1.329 0.4790
H 4.199 4.050 2.335 0.1987
H 7.231 2.831 2.406 0.3004
H 6.641 0.233 3.755 0.4657
H 5.590 -0.781 5.721 0.5382
H 3.102 -1.159 5.775 0.5987
O -2.824 -2.616 -0.113 -0.5869
S -2.340 -1.723 -1.098 0.9760
O -3.210 -1.212 -2.102 -0.3796
O -1.052 -2.361 -1.790 -0.1766
C 0.061 -1.468 -1.694 -0.3599
C -0.182 -0.691 -0.416 0.3780
O -1.605 -0.484 -0.411 -0.2341
H 0.053 -0.815 -2.571 0.2621
H 0.987 -2.035 -1.674 0.3855
H 0.336 0.260 -0.388 -0.4098
H 0.099 -1.278 0.459 0.0858
O -0.571 5.774 1.447 -0.6067
S -0.080 4.478 1.146 1.1224
O 0.037 3.493 2.169 -0.4501
O 1.329 4.615 0.418 -0.3011
C 1.297 3.923 -0.848 0.3528
C -0.147 4.004 -1.284 -0.4556
O -0.894 3.843 -0.059 -0.3552
H 1.610 2.891 -0.676 -0.1750
H 1.976 4.389 -1.554 0.1146
H -0.421 3.222 -1.985 0.4096
H -0.389 4.977 -1.708 0.3458
O 4.109 4.145 5.643 -0.4594
S 3.134 4.973 6.262 1.0651
O 3.427 5.671 7.460 -0.5774
O 1.799 4.118 6.441 -0.3256
C 0.692 4.763 5.789 -0.3453
C 1.333 5.515 4.644 0.2556
O 2.564 6.013 5.197 -0.3467
H 0.213 5.439 6.500 0.2831
H -0.022 4.016 5.455 0.3145
H 0.728 6.343 4.286 0.3594
H 1.569 4.848 3.814 -0.2502
O -4.242 -1.091 -8.161 -0.5518
S -4.669 -0.268 -7.083 1.0956
O -4.622 1.147 -7.198 -0.5745
O -3.916 -0.737 -5.766 -0.1895
C -4.864 -1.087 -4.736 -0.0250
C -6.070 -1.570 -5.505 -0.2844
O -6.143 -0.686 -6.640 -0.3577
H -5.086 -0.195 -4.150 0.2214
H -4.444 -1.850 -4.094 0.1446
H -6.991 -1.510 -4.932 0.2983
H -5.930 -2.589 -5.871 0.2905
O 5.120 -3.926 5.137 -0.5588
S 3.816 -4.288 4.708 1.1706
O 3.304 -3.857 3.458 -0.5125
O 2.788 -3.905 5.869 -0.2422
C 2.039 -5.056 6.283 -0.3303
C 2.982 -6.216 6.034 -0.3979
O 3.636 -5.872 4.804 -0.3246
H 1.140 -5.125 5.668 0.2962
H 1.760 -4.952 7.328 0.2915
H 2.467 -7.165 5.918 0.3111
H 3.736 -6.300 6.819 0.2961
O -3.434 -3.663 -4.367 -0.5504
S -2.116 -4.068 -4.707 1.1915
O -1.016 -3.556 -3.982 -0.5558
O -1.915 -3.833 -6.273 -0.3133
C -1.531 -5.051 -6.922 -0.3575
C -2.177 -6.135 -6.082 -0.3422
O -2.029 -5.661 -4.735 -0.3202
H -0.442 -5.126 -6.909 0.2990
H -1.885 -5.042 -7.949 0.3124
H -1.690 -7.100 -6.183 0.3129
H -3.241 -6.234 -6.302 0.2725
O -5.194 -1.954 0.549 -0.4305
S -6.099 -3.040 0.554 1.1700
O -5.693 -4.356 0.224 -0.5664
O -7.372 -2.637 -0.340 -0.3092
C -8.577 -2.734 0.425 -0.3110
C -8.141 -2.446 1.848 -0.3713
O -6.872 -3.099 1.958 -0.3403
H -8.975 -3.746 0.325 0.2848
H -9.304 -2.017 0.052 0.3004
H -8.823 -2.850 2.591 0.3015
H -8.001 -1.377 2.018 0.2751
O 0.368 5.761 -3.857 -0.5398
S 1.716 5.406 -4.118 1.1116
O 2.791 5.995 -3.406 -0.5421
O 1.975 5.531 -5.683 -0.3014
C 2.430 4.280 -6.224 -0.3814
C 1.789 3.235 -5.333 -0.3573
O 1.863 3.815 -4.018 -0.1766
H 3.519 4.251 -6.163 0.2947
H 2.119 4.199 -7.262 0.3132
H 2.314 2.285 -5.342 0.3026
H 0.739 3.078 -5.585 0.3046

---

77
Properties=species:S:1:pos:R:3:mulliken_charge:R:1 method="wB97M-V/def2-TZVPD" spin_multiplicity=1 total_charge=-1 lumo_energy_ev=2.2 relative_energy_kj_mol=0.0 homo_lumo_gap_ev=3.57 homo_energy_ev=-1.3
C -2.096 -2.099 -3.784 -1.4792
C -1.278 -2.779 -2.697 1.2417
H -2.608 -2.830 -4.424 0.3901
H -1.433 -1.488 -4.408 0.2102
H -2.865 -1.442 -3.343 0.2614
C -1.082 -4.159 -2.694 -0.5550
C -1.143 -5.007 -3.901 -1.7586
H -1.005 -4.675 -1.749 0.4652
H -0.772 -4.465 -4.786 0.3377
H -2.150 -5.393 -4.143 0.2767
H -0.505 -5.890 -3.739 0.3741
Ca 1.027 1.646 1.126 1.3049
Cl -1.682 1.233 0.923 -0.7231
Cl 2.788 3.435 0.585 -0.7632
H 0.569 6.350 4.417 0.3268
H -1.880 6.661 3.635 0.3220
C 0.785 5.894 3.442 -0.9276
C -1.559 6.203 2.687 -0.8792
N -0.431 5.302 2.908 0.1475
H 1.564 5.129 3.522 0.2333
C -0.504 3.992 2.641 0.4497
O 0.430 3.182 2.834 -0.7116
H -2.376 5.616 2.251 0.2572
H -1.477 3.674 2.221 0.2084
H 1.116 6.693 2.765 0.3137
H -1.268 7.009 1.998 0.3177
H 2.623 -0.297 -2.917 0.2061
H 2.143 -3.336 -2.291 0.2160
C 3.416 -0.566 -2.206 -1.0399
C 3.089 -3.001 -1.836 -0.9605
N 2.973 -1.638 -1.319 0.4246
H 3.690 0.309 -1.610 0.3294
C 2.537 -1.389 -0.070 0.1490
O 2.438 -0.245 0.431 -0.7539
H 3.359 -3.693 -1.026 0.3540
H 2.277 -2.300 0.504 0.2733
H 4.276 -0.942 -2.768 0.4151
H 3.875 -3.001 -2.602 0.3225
O -0.163 -1.899 -2.235 -0.3193
C -1.200 -1.995 -1.302 -0.9639
C -0.054 -3.701 0.241 0.0281
C -1.037 -2.721 -0.023 0.9693
H 0.593 -4.059 -0.570 0.5030
C 0.092 -4.231 1.530 -0.9008
H -1.775 -1.061 -1.257 0.2606
C -1.960 -2.444 1.014 -0.5903
H 0.951 -4.861 1.766 0.3654
C -0.834 -3.944 2.543 -0.5461
C -1.892 -3.074 2.254 -0.7956
H -2.731 -1.696 0.831 0.3470
H -0.730 -4.355 3.550 0.4293
H -2.635 -2.850 3.017 0.4840
Si -0.185 2.607 -2.653 0.2365
Cl 0.645 0.997 -1.431 0.1901
C 1.191 3.886 -2.746 -0.7777
C -1.545 3.418 -1.655 -0.8500
C -0.913 1.996 -4.234 -0.9591
H 1.718 3.956 -1.775 0.0603
H 0.744 4.876 -2.954 0.3180
H 1.929 3.676 -3.527 0.3013
H -0.238 1.404 -4.857 0.3093
H -1.224 2.879 -4.819 0.3571
H -1.819 1.406 -4.034 0.2665
H -1.964 2.709 -0.922 0.1863
H -2.339 3.764 -2.336 0.3732
H -1.145 4.282 -1.103 0.2116
Cl -2.592 -0.757 5.323 -0.2462
C -0.992 -0.784 4.701 0.1367
C -0.040 -1.684 5.195 -0.3158
C 1.198 -1.747 4.562 -0.7410
C 1.450 -0.886 3.487 -0.4340
N 0.565 0.019 3.072 0.2805
C -0.638 0.090 3.668 -0.5730
H -0.310 -2.331 6.024 0.4271
H 1.965 -2.457 4.862 0.3840
H 2.407 -0.914 2.959 0.4916
H -1.358 0.791 3.255 0.5196

---

93
Properties=species:S:1:pos:R:3:mulliken_charge:R:1 method="wB97M-V/def2-TZVPD" spin_multiplicity=1 total_charge=-1 lumo_energy_ev=1.7 homo_lumo_gap_ev=9.95 homo_energy_ev=-8.2
Cl 0.384 0.173 -0.088 1.0000
O 0.473 1.176 -1.119 -0.6667
O 1.529 -0.626 -0.171 -0.3663
O 0.318 0.856 1.166 -0.4932
O -0.749 -0.559 -0.485 -0.3161
C -3.613 -3.717 -1.254 -0.1541
C -3.230 -2.913 -0.047 0.7729
O -3.960 -3.635 0.985 -0.3436
C -4.990 -4.232 0.376 0.5982
O -5.891 -4.858 0.944 -0.6196
O -4.879 -4.135 -0.966 -0.3384
H -3.015 -4.612 -1.425 0.3181
H -3.559 -3.097 -2.149 0.0934
H -3.466 -1.852 -0.131 -0.4077
H -2.166 -2.978 0.183 0.0598
C 0.765 -2.467 2.629 0.2262
C -0.726 -2.321 2.940 0.4494
O -0.737 -2.733 4.259 -0.3663
C 0.322 -3.540 4.520 0.5185
O 0.612 -4.024 5.583 -0.5634
O 1.169 -3.513 3.512 -0.4375
H 1.278 -1.583 3.008 -0.2532
H 1.056 -2.659 1.597 0.3319
H -1.290 -2.991 2.292 0.0667
H -0.969 -1.280 2.724 -0.0214
C 4.161 3.374 0.471 -0.3177
C 3.886 1.976 0.927 0.4213
O 3.691 2.099 2.337 -0.2065
C 3.814 3.379 2.640 0.6794
O 3.631 3.786 3.781 -0.6247
O 4.183 4.107 1.636 -0.3608
H 3.312 3.690 -0.136 0.1882
H 5.133 3.540 0.006 0.2962
H 4.602 1.227 0.588 0.2786
H 2.890 1.806 0.519 -0.3715
C 5.413 -3.642 -0.028 -0.3237
C 4.058 -3.459 -0.693 0.0516
O 4.367 -3.826 -1.979 -0.3808
C 5.608 -3.584 -2.314 0.7197
O 5.954 -3.522 -3.489 -0.5837
O 6.265 -3.313 -1.184 -0.3635
H 5.546 -4.667 0.319 0.2498
H 5.563 -2.965 0.813 0.3072
H 3.839 -2.392 -0.727 0.0335
H 3.316 -4.217 -0.442 0.2824
C 1.949 0.742 4.525 0.4227
C 0.641 1.302 5.013 0.2535
O 0.495 0.615 6.272 -0.4024
C 1.447 -0.383 6.424 0.7308
O 1.476 -1.087 7.431 -0.6135
O 2.175 -0.422 5.375 -0.3636
H 2.722 1.501 4.642 0.1236
H 1.759 0.529 3.472 -0.2183
H -0.144 1.123 4.279 -0.2832
H 0.710 2.366 5.242 0.3334
C -3.085 2.371 0.688 0.5411
C -3.363 1.442 1.819 -0.1333
O -4.185 0.485 1.333 -0.3284
C -4.718 0.899 0.184 0.5699
O -5.348 0.176 -0.517 -0.5597
O -4.103 2.030 -0.176 -0.2898
H -2.185 1.997 0.198 -0.4078
H -3.125 3.427 0.953 0.3405
H -3.926 2.042 2.534 0.3265
H -2.571 1.081 2.475 -0.0903
C -1.214 4.243 -2.204 0.2873
C -0.595 5.511 -2.666 -0.3253
O -1.148 6.503 -1.888 -0.3724
C -2.007 6.006 -0.980 0.5975
O -2.546 6.636 -0.078 -0.5882
O -2.121 4.681 -1.213 -0.1712
H -0.470 3.625 -1.702 -0.1146
H -1.664 3.799 -3.093 0.1205
H -0.928 5.655 -3.695 0.2699
H 0.489 5.455 -2.567 0.2844
C -4.026 -0.439 -3.636 -1.0232
C -2.540 -0.316 -4.025 0.0336
O -2.073 1.001 -3.638 -0.4235
H -4.107 -0.530 -2.553 0.0481
H -4.309 -1.420 -4.019 0.3868
H -4.632 0.372 -4.040 0.3540
H -2.332 -0.417 -5.090 0.3211
H -2.004 -1.080 -3.463 0.0001
H -1.534 0.871 -2.854 0.2459
C 1.195 -1.281 -3.926 -0.7519
C 0.776 0.038 -4.641 0.3721
O 1.658 0.432 -5.674 -0.6024
H 2.061 -1.116 -3.286 0.1546
H 1.448 -2.059 -4.647 0.4311
H 0.314 -1.568 -3.352 0.0773
H 0.834 0.869 -3.939 0.0898
H -0.233 -0.077 -5.036 -0.0526
H 1.190 1.092 -6.191 0.3373

---

79
Properties=species:S:1:pos:R:3:mulliken_charge:R:1 method="wB97M-V/def2-TZVPD" s_squared=0.808 spin_multiplicity=2 total_charge=+2 lumo_energy_ev="-6.9 / -9.1" homo_lumo_gap_ev="6.88 / 4.61" homo_energy_ev="-13.7 / -13.7"
C 1.683 -1.924 2.150 -0.5635
C 1.800 -0.293 2.134 0.0959
O 3.084 0.134 1.928 -0.3699
N 0.828 0.765 2.380 1.5908
C 1.356 2.076 2.889 -0.6368
C -0.532 0.765 1.836 -2.3191
C -1.641 -0.232 2.598 0.7632
O -1.771 -1.557 1.988 -0.4880
C -1.251 -0.290 4.228 -0.8864
C -0.518 -1.667 4.698 0.1069
F -0.884 -1.860 6.152 -0.3636
O -3.007 0.351 2.639 -0.5006
S -3.514 1.059 1.205 1.4555
O -3.854 2.597 1.305 -0.6221
O -4.888 0.383 0.818 -0.6821
C -2.344 0.655 -0.219 -1.0071
C -2.766 1.265 -1.662 -0.1603
C -3.262 0.011 -2.654 -0.0161
C -4.619 -0.881 -2.410 -0.3323
C -5.044 -2.155 -3.408 -0.4093
C -4.151 -2.590 -4.731 -0.4056
C -2.801 -1.665 -5.014 -0.4438
C -2.361 -0.409 -4.000 0.5204
C -0.982 0.393 -4.458 -0.7944
C -0.731 0.844 0.195 2.4804
C 0.003 -0.345 -0.661 -0.9577
C 1.479 -0.014 -1.264 0.0367
C 1.990 -1.390 -2.040 -0.9269
C 3.178 -2.206 -1.274 -0.6849
N 4.189 -1.361 -0.536 -0.1608
C 5.102 -2.186 0.357 0.5335
N 6.061 -1.479 1.071 -0.5400
N 4.951 -3.715 0.515 -0.5114
C -0.115 2.304 -0.262 -1.3470
C -1.047 3.606 0.073 -0.0325
C -0.040 4.933 -0.075 0.1268
N 1.268 4.931 -0.837 -0.5213
O -0.381 6.087 0.563 -0.5713
H 1.917 -2.419 3.211 0.5570
H 2.531 -2.362 1.433 -0.4741
H 0.679 -2.376 1.775 0.2111
H 0.581 2.771 3.424 0.3079
H 2.178 1.814 3.715 0.3062
H 1.920 2.737 2.091 0.1397
H -0.952 1.834 2.193 0.1109
H -2.767 -1.701 1.830 0.4521
H -0.628 0.672 4.564 0.1634
H -2.251 -0.217 4.878 0.4421
H -0.859 -2.647 4.163 0.1827
H 0.638 -1.473 4.698 0.0645
H -2.462 -0.530 -0.332 0.7595
H -1.949 1.827 -2.270 0.1353
H -3.739 1.928 -1.504 0.5958
H -5.355 -0.668 -1.526 0.3962
H -6.014 -2.819 -3.212 0.3654
H -4.417 -3.483 -5.460 0.3535
H -2.124 -1.895 -5.968 0.3270
H -1.073 1.564 -4.261 0.2793
H -0.051 0.015 -3.858 0.1112
H -0.753 0.292 -5.619 0.4348
H 0.006 -1.305 0.009 -0.0133
H -0.683 -0.617 -1.600 0.1820
H 1.380 0.791 -2.142 0.3130
H 2.257 0.432 -0.518 0.2575
H 1.024 -2.065 -2.224 0.2147
H 2.362 -1.103 -3.135 0.4207
H 3.788 -2.787 -2.121 0.4257
H 2.668 -3.049 -0.630 0.3519
H 4.789 -0.933 -1.303 0.3390
H 6.596 -2.156 1.660 0.2215
H 3.976 -3.932 0.882 0.3371
H 5.582 -4.057 1.281 0.3399
H 0.006 2.325 -1.451 0.2321
H 1.005 2.388 0.143 0.2032
H -1.855 3.749 -0.781 0.2668
H -1.477 3.665 1.156 0.1904
H 1.972 4.458 -0.194 0.2268
H 1.604 5.941 -0.850 0.3893
Cu 5.486 0.450 1.635 0.4247